Entry 1:
{"formula": "C22H26N4O3", "method": "the ωB97M-V functional and the def2-TZVPD basis", "lumo_ev": 0.64, "total_energy_ev": -35338.85885, "mol_weight_da": 394.5, "largest_force_ev_per_a": 1.234, "smiles": "CC(=O)Nc1cccc(/C(C)=N/NC(=O)c2ccc(CN3CCOCC3)cc2)c1", "relative_energy_kj_mol": 283.8, "symbols": ["C", "C", "O", "N", "C", "C", "C", "C", "C", "C", "C", "N", "N", "C", "O", "C", "C", "C", "C", "C", "N", "C", "C", "O", "C", "C", "C", "C", "C", "H", "H", "H", "H", "H", "H", "H", "H", "H", "H", "H", "H", "H", "H", "H", "H", "H", "H", "H", "H", "H", "H", "H", "H", "H", "H"], "coordinates": [[-0.3428, 4.3156, -0.2998], [-0.5042, 2.9931, -1.0244], [-1.5702, 2.6249, -1.4649], [0.6562, 2.2874, -1.1329], [0.8328, 1.0735, -1.8062], [2.0905, 0.7728, -2.3294], [2.2824, -0.3992, -3.0361], [1.2384, -1.2885, -3.2285], [-0.0078, -1.0153, -2.6751], [-1.1340, -1.9584, -2.7475], [-1.4296, -2.7099, -4.0163], [-1.7894, -2.0362, -1.6607], [-2.8770, -2.7982, -1.4681], [-3.4036, -2.8623, -0.2044], [-4.4638, -3.3992, 0.0216], [-2.4831, -2.2521, 0.8037], [-2.8016, -1.0843, 1.4798], [-1.8895, -0.5218, 2.3573], [-0.6568, -1.1203, 2.5849], [0.3688, -0.4961, 3.5007], [1.2521, 0.4813, 2.8786], [0.6443, 1.7607, 2.5732], [1.7775, 2.7336, 2.2426], [2.5114, 2.2986, 1.1170], [3.0479, 1.0125, 1.3472], [1.9620, -0.0028, 1.7094], [-0.3600, -2.3068, 1.9235], [-1.2575, -2.8657, 1.0375], [-0.2030, 0.1654, -1.9641], [-0.6808, 4.1963, 0.7282], [-0.9850, 5.0527, -0.7752], [0.6855, 4.6646, -0.3040], [1.4919, 2.6640, -0.7004], [2.9074, 1.4658, -2.1875], [3.2573, -0.6219, -3.4447], [1.4055, -2.2049, -3.7745], [-2.4556, -2.5163, -4.3320], [-1.3208, -3.7840, -3.8588], [-0.7610, -2.3976, -4.8121], [-3.3742, -3.2555, -2.2330], [-3.7554, -0.6091, 1.3079], [-2.1444, 0.3920, 2.8753], [1.0125, -1.2815, 3.9099], [-0.1269, 0.0084, 4.3342], [0.1032, 2.1209, 3.4504], [-0.0513, 1.6999, 1.7181], [1.3941, 3.7252, 1.9995], [2.4471, 2.8053, 3.1116], [3.5543, 0.7203, 0.4256], [3.7778, 1.0661, 2.1678], [2.4345, -0.9570, 1.9485], [1.2913, -0.1464, 0.8441], [0.5865, -2.7963, 2.1043], [-1.0102, -3.7842, 0.5260], [-1.1736, 0.3710, -1.5478]]}


Entry 2:
{"formula": "C22H26N9PReSSbSe4", "method": "the ωB97M-V functional and the def2-TZVPD basis", "lumo_ev": [-10.12, -10.19], "total_energy_ev": -326801.04632, "total_charge": 3, "mol_weight_da": 1103.4, "largest_force_ev_per_a": 0.493, "multiplicity": 2, "s_squared": 0.774, "symbols": ["Re", "N", "C", "N", "C", "N", "C", "C", "N", "C", "C", "N", "H", "H", "H", "H", "H", "C", "C", "C", "C", "C", "C", "C", "C", "C", "S", "C", "N", "H", "H", "H", "H", "H", "H", "H", "H", "C", "N", "C", "N", "C", "N", "C", "P", "C", "C", "H", "H", "H", "H", "H", "H", "H", "H", "H", "H", "H", "H", "H", "Se", "Sb", "Se", "Se", "Se"], "coordinates": [[-0.3612, -0.1324, 0.2914], [-0.5542, -3.3784, -2.4325], [-0.2313, -2.9578, -1.2224], [-0.5057, -1.6522, -1.1615], [-1.0175, -1.3588, -2.3998], [-1.0547, -2.3860, -3.1974], [-1.4861, -0.0106, -2.6277], [-2.1168, 0.4166, -3.7872], [-2.5303, 1.6694, -3.9236], [-2.3292, 2.4800, -2.8936], [-1.7084, 2.0588, -1.7230], [-1.2694, 0.8056, -1.5833], [-0.4935, -4.3173, -2.8080], [0.1646, -3.5752, -0.4320], [-2.2842, -0.2688, -4.6098], [-2.6671, 3.5047, -2.9939], [-1.5907, 2.7323, -0.8873], [1.8770, 0.9191, -2.1398], [2.4765, -0.1201, -1.2403], [3.7694, -0.5847, -1.5617], [4.4047, -1.4771, -0.7520], [3.7443, -1.9415, 0.4078], [4.3487, -2.8637, 1.2961], [3.6747, -3.3122, 2.3999], [2.3685, -2.8607, 2.6452], [1.7562, -1.9628, 1.7925], [0.1082, -1.4593, 2.0678], [2.4400, -1.4735, 0.6587], [1.8123, -0.5611, -0.1742], [1.4049, 0.4499, -3.0072], [2.6651, 1.5637, -2.5274], [1.1330, 1.5340, -1.6338], [4.2465, -0.2019, -2.4534], [5.4034, -1.8278, -0.9823], [5.3512, -3.2111, 1.0806], [4.1346, -4.0209, 3.0745], [1.8221, -3.2283, 3.5054], [2.4119, 3.2064, 3.5048], [0.8853, 3.1810, 3.7046], [0.2893, 4.4616, 3.0794], [0.6809, 4.5676, 1.7186], [2.1370, 4.5840, 1.5880], [2.7226, 3.3542, 2.1258], [2.4331, 2.1779, 1.3129], [0.6028, 1.8830, 1.2550], [0.2784, 1.9615, 3.0825], [0.0345, 3.6004, 0.8396], [2.8084, 2.2792, 3.9166], [2.7847, 4.0547, 4.0778], [0.6806, 3.1786, 4.7074], [0.6771, 5.2958, 3.6628], [-0.7939, 4.3951, 3.1869], [2.5366, 5.4363, 2.1371], [2.4097, 4.6929, 0.5399], [2.9364, 1.3021, 1.7278], [2.8163, 2.3395, 0.3057], [0.6911, 1.0732, 3.5620], [-0.7984, 1.9814, 3.2566], [-1.0571, 3.6646, 0.9443], [0.2873, 3.8356, -0.1974], [-6.2103, 1.0179, 0.8603], [-4.1883, 2.1371, 1.0744], [-3.4116, 3.9921, 2.5722], [-3.4167, 4.3302, 0.1541], [-2.3453, 0.3342, 1.5109]]}


Entry 3:
{"formula": "C22H27AlN8O11PS2", "method": "the ωB97M-V functional and the def2-TZVPD basis", "lumo_ev": 1.53, "total_energy_ev": -95257.81099, "total_charge": -1, "mol_weight_da": 701.6, "largest_force_ev_per_a": 3.472, "relative_energy_kj_mol": 269.1, "symbols": ["Al", "O", "C", "O", "C", "C", "N", "N", "C", "C", "O", "O", "H", "H", "H", "C", "N", "C", "C", "O", "N", "C", "N", "H", "H", "H", "H", "H", "H", "H", "C", "N", "C", "N", "C", "N", "C", "P", "C", "C", "H", "H", "H", "H", "H", "H", "H", "H", "H", "H", "H", "H", "O", "C", "C", "C", "C", "C", "C", "C", "O", "O", "H", "H", "H", "H", "H", "O", "S", "O", "O", "S"], "coordinates": [[0.0254, -0.5519, 0.9969], [5.5823, -3.1695, 1.0886], [4.3569, -3.5650, 1.5587], [4.0157, -4.7354, 1.6723], [3.4577, -2.4359, 1.9920], [3.4378, -1.6410, 3.1737], [2.2689, -0.9695, 3.2067], [1.5666, -1.2320, 2.0439], [2.3306, -1.9743, 1.2368], [1.8970, -2.2233, -0.1719], [2.6126, -2.8320, -0.9899], [0.8062, -1.5717, -0.3835], [5.3986, -2.2100, 0.9320], [4.1988, -1.4126, 3.8950], [1.8609, -0.4786, 4.0054], [-1.1277, 2.3991, 5.8157], [-0.7529, 2.0010, 4.4319], [-0.9769, 2.9415, 3.3643], [-1.1127, 1.9828, 2.1697], [-1.4851, 2.2360, 1.0420], [-0.6605, 0.7036, 2.5683], [-0.6399, 0.7212, 3.9225], [-0.4116, -0.3689, 4.7287], [-1.1732, 3.4886, 5.9125], [-0.3598, 2.0009, 6.4750], [-2.0911, 1.9034, 6.0959], [-0.1191, 3.6362, 3.2784], [-1.8882, 3.5606, 3.4497], [-0.8035, -1.2859, 4.3541], [-0.5107, -0.2341, 5.7516], [-2.6252, -1.1621, -5.2986], [-3.2147, -0.2508, -4.3546], [-4.2363, -0.9487, -3.5445], [-3.7326, -2.1682, -2.8768], [-3.0193, -3.0565, -3.8661], [-2.0206, -2.3574, -4.6590], [-0.8572, -2.1029, -3.9121], [-1.3660, -0.9724, -2.4532], [-2.1939, 0.3654, -3.5500], [-2.9300, -1.8225, -1.7556], [-1.8411, -0.6610, -5.8734], [-3.3816, -1.5309, -6.0021], [-5.0352, -1.2769, -4.1905], [-4.6760, -0.3096, -2.7699], [-3.7724, -3.4081, -4.5621], [-2.6077, -3.9018, -3.3387], [-0.0928, -1.5436, -4.5186], [-0.3846, -3.0191, -3.5249], [-1.4195, 0.8663, -4.1353], [-2.6253, 1.1148, -2.8909], [-3.4973, -1.1782, -1.0680], [-2.6628, -2.7063, -1.1456], [3.0491, 1.9964, -3.0825], [2.9928, 2.8848, -2.0332], [3.9135, 3.9852, -1.9675], [3.8937, 4.8437, -0.8943], [2.9572, 4.6727, 0.1366], [2.1056, 3.5864, 0.0891], [2.1715, 2.5876, -0.8940], [1.1986, 1.4204, -0.8935], [0.6894, 1.0472, -1.9744], [0.8979, 1.0116, 0.3181], [3.3670, 2.4661, -3.8743], [4.6692, 4.1770, -2.7582], [4.5961, 5.7325, -0.9448], [2.7924, 5.4152, 0.9518], [1.3532, 3.4724, 0.8824], [-1.2686, -1.9259, 1.0290], [-2.5782, -2.3233, 1.8212], [-3.1776, -3.4399, 1.1089], [-3.3890, -1.1508, 2.0076], [-1.7449, -3.1121, 3.6454]]}


Entry 4:
{"formula": "C22H27BFeO4", "method": "the ωB97M-V functional and the def2-TZVPD basis", "lumo_ev": [0.54, -0.55], "total_energy_ev": -66490.95138, "mol_weight_da": 422.1, "largest_force_ev_per_a": 10.380, "multiplicity": 5, "relative_energy_kj_mol": 528.3, "s_squared": 6.044, "symbols": ["C", "C", "C", "C", "C", "B", "O", "C", "C", "C", "C", "O", "C", "O", "O", "H", "H", "H", "H", "H", "H", "H", "H", "H", "H", "H", "H", "H", "H", "C", "C", "C", "C", "C", "C", "C", "Fe", "C", "C", "C", "C", "C", "H", "H", "H", "H", "H", "H", "H", "H", "H", "H", "H", "H", "H"], "coordinates": [[-4.0818, 3.5973, -1.9996], [-4.3830, 2.1860, -1.7797], [-5.4353, 1.3521, -2.0940], [-5.1325, 0.1101, -1.4917], [-3.9445, 0.2287, -0.7294], [-3.5698, -1.1093, 0.7661], [-3.4145, 0.1465, 1.4537], [-1.9977, 0.1687, 1.7199], [-1.3962, -1.2628, 1.3870], [0.0692, -1.0908, 1.5498], [-1.5697, -1.8472, -0.0506], [-2.8797, -1.4626, -0.5046], [-2.2719, -2.2829, 2.2101], [-3.7107, -2.2173, 1.6281], [-3.5045, 1.4658, -0.9438], [-4.9789, 4.1500, -2.3562], [-3.7104, 4.0712, -1.0708], [-3.3179, 3.7867, -2.7793], [-6.3331, 1.5957, -2.6610], [-5.7359, -0.7952, -1.6290], [-1.6541, 1.0884, 1.1901], [-1.7141, 0.3699, 2.7939], [0.5109, -2.0404, 1.2629], [-0.1854, 0.2100, -0.4536], [0.4140, -0.8565, 2.5583], [-0.8298, -1.5164, -0.7810], [-1.5443, -2.9648, -0.0347], [-2.0080, -3.3430, 2.0920], [-2.3202, -1.9774, 3.2823], [0.9392, 1.2458, 1.5158], [0.4548, 0.0870, 0.5926], [1.6922, -0.4981, -0.1205], [1.9631, -0.5415, -1.5359], [3.0138, -1.5287, -1.7757], [3.3170, -2.1635, -0.5360], [2.5389, -1.5535, 0.4887], [3.5948, -0.1710, -0.4450], [4.5546, 0.9262, 0.9378], [4.2511, 1.7218, -0.2472], [4.8219, 1.0583, -1.3927], [5.4533, -0.1857, -0.9450], [5.2806, -0.2750, 0.5128], [0.1915, 1.5446, 2.2427], [1.8543, 0.9500, 2.0707], [1.2122, 2.1411, 0.9528], [-0.5643, 0.5867, 0.1158], [1.5179, 0.1172, -2.2812], [3.3771, -1.8304, -2.7494], [3.9507, -3.0226, -0.4102], [2.5090, -1.8559, 1.5358], [4.3900, 1.2627, 1.9659], [3.8401, 2.7324, -0.2208], [4.8730, 1.4920, -2.3934], [5.9707, -0.9217, -1.5705], [5.6325, -1.0789, 1.1566]]}